Record 1
Entry from OMol25: a single C5H9N3 molecule (ωB97M-V with the def2-TZVPD basis set).

Its LUMO energy is 0.68 eV. The energy above the lowest of the compared OMol25 structures with the same formula, charge and spin is 6.284 eV. The SMILES is CC1=NN(C)C=NC1.

Cartesian coordinates (Å):
C  -0.693  2.322  1.136
C  -0.759  1.030  -1.025
C  0.055  -1.147  -1.289
C  0.606  -0.857  0.049
C  1.276  -2.089  0.588
H  -1.403  3.049  0.560
H  -0.991  2.241  2.094
H  0.476  2.559  0.993
H  -1.711  1.759  -1.525
H  0.774  -1.768  -1.841
H  -0.839  -1.585  -1.030
H  1.561  -1.382  1.566
H  1.951  -2.461  -0.282
H  0.434  -2.952  0.883
N  -0.749  1.023  0.253
N  -0.180  0.066  -1.909
N  0.193  0.193  0.781

---

Record 2
Entry from OMol25: a molecular structure, C36H34IN4O2ReS2 (ωB97M-V with the def2-TZVPD basis set).

Its LUMO energy (spin up / spin down) is -3.31 / -3.43 eV. As for the total charge: +1. The multiplicity is 2.

Cartesian coordinates (Å):
Re  1.296  -0.594  1.293
C  -0.240  -1.352  4.583
C  1.237  -1.251  4.444
N  1.887  -0.956  3.330
C  3.259  -0.862  3.533
C  3.649  -1.131  4.799
S  2.280  -1.472  5.764
C  4.059  -0.396  2.401
C  5.399  -0.230  2.340
S  5.821  0.493  0.855
C  4.186  0.538  0.372
N  3.365  0.012  1.259
C  3.801  1.182  -0.914
H  -0.562  -2.389  4.466
H  -0.731  -0.754  3.821
H  -0.549  -1.011  5.570
H  4.644  -1.133  5.212
H  6.137  -0.475  3.085
H  4.209  2.192  -0.956
H  2.719  1.235  -0.992
H  4.209  0.631  -1.762
I  -6.771  1.053  2.160
C  -5.014  -0.054  2.053
C  -5.071  -1.441  2.113
C  -3.900  -2.175  2.000
C  -2.679  -1.531  1.829
C  -2.637  -0.141  1.788
C  -3.801  0.602  1.904
C  -1.444  -2.372  1.661
O  -1.493  -3.584  1.602
O  -0.328  -1.695  1.614
H  -6.018  -1.944  2.247
H  -3.918  -3.256  2.045
H  -1.693  0.368  1.648
H  -3.765  1.683  1.864
C  0.576  0.774  0.226
C  -0.104  1.614  -0.435
C  -0.925  2.381  -1.166
C  -0.433  3.614  -1.809
C  -1.056  4.131  -2.946
C  -0.572  5.282  -3.547
C  0.526  5.941  -3.013
C  1.161  5.427  -1.888
C  0.692  4.268  -1.298
C  -2.328  1.930  -1.324
C  -2.615  0.575  -1.488
C  -3.924  0.140  -1.607
C  -4.967  1.051  -1.519
C  -4.694  2.401  -1.340
C  -3.383  2.843  -1.261
H  -1.906  3.616  -3.373
H  -1.053  5.664  -4.438
H  0.887  6.852  -3.471
H  2.020  5.936  -1.471
H  1.178  3.866  -0.416
H  -1.798  -0.136  -1.521
H  -4.132  -0.913  -1.747
H  -5.992  0.711  -1.588
H  -5.507  3.111  -1.253
H  -3.174  3.896  -1.117
C  2.658  -2.707  -0.604
C  2.738  -3.602  -1.877
N  1.573  -3.386  -2.727
C  1.534  -1.996  -3.154
C  1.457  -1.064  -1.916
N  1.438  -1.873  -0.669
C  0.257  -2.778  -0.732
C  0.354  -3.682  -1.985
H  3.525  -2.049  -0.520
H  2.600  -3.315  0.301
H  2.775  -4.657  -1.605
H  3.630  -3.368  -2.458
H  0.670  -1.855  -3.803
H  2.432  -1.790  -3.738
H  0.564  -0.444  -1.927
H  2.319  -0.411  -1.881
H  -0.635  -2.154  -0.753
H  0.222  -3.373  0.173
H  -0.496  -3.523  -2.648
H  0.368  -4.734  -1.700

---

Record 3
Entry from OMol25: a single C2H2F4 molecule (ωB97M-V with the def2-TZVPD basis set).

Its LUMO energy is 0.92 eV. The energy above the lowest of the compared OMol25 structures with the same formula, charge and spin is 0.291 eV. The SMILES is FCC(F)(F)F.

Cartesian coordinates (Å):
F  0.280  2.167  -0.122
F  -0.093  -0.654  -1.077
F  1.765  -0.139  -0.072
F  0.231  -1.346  0.974
C  -0.199  1.118  0.546
C  0.415  -0.266  0.142
H  -0.138  1.407  1.571
H  -1.221  0.970  0.289

---

Record 4
Entry from OMol25: a gas-phase ion, C4H13N2 (charge +1) (ωB97M-V with the def2-TZVPD basis set).

Its LUMO energy is -3.21 eV. As for the total charge: +1. The energy above the lowest of the compared OMol25 structures with the same formula, charge and spin is 1.344 eV. The SMILES is CC[NH2+]CCN.

Cartesian coordinates (Å):
C  -0.919  -1.573  -0.569
N  -1.569  -2.550  0.316
C  -1.004  -0.092  -0.197
N  0.333  0.408  0.396
C  1.024  1.489  -0.456
C  2.073  2.221  0.357
H  0.124  -1.884  -0.641
H  -1.322  -1.737  -1.561
H  -1.435  -2.342  1.300
H  -2.570  -2.544  0.165
H  -1.139  0.493  -1.097
H  -1.736  0.147  0.562
H  0.203  0.844  1.307
H  0.971  -0.385  0.480
H  0.211  2.161  -0.719
H  1.396  0.932  -1.305
H  1.918  2.127  1.426
H  3.075  1.847  0.114
H  2.062  3.271  0.106

---

Q: Which largest force on an atom values were calculated for the entries above? A: 9.49; 2.32; 2.12; 1.28, in eV/A.